(1)
This record from the OMol25 dataset describes a 7-piece molecular cluster, C40H88N7O7 overall. The level of theory is wB97M-V/def2-TZVPD.

net charge: +5
calculated total energy: -67608.386 eV
HOMO energy: -19.683 eV

Each atom is followed by the atoms it is bonded to, with distances in Å.
Element x y z (Å)
1 O -0.61 -0.25 1.07  N12 1.222
2 O -7.01 1.74 0.82  C24 1.251
3 O -0.57 0.84 3.99  N9 1.408
4 O 5.32 -2.09 -0.88  N14 1.430
5 O 1.93 -1.36 4.61  C43 1.250
6 O -1.53 0.24 -0.73  N12 1.187
7 O 0.57 0.53 -0.40  N12 1.214
8 N -0.53 2.04 -4.31  C25 1.511, C26 1.526, C45 1.558, C46 1.559
9 N -0.55 2.01 3.21  O3 1.408, C27 1.570, C33 1.470
10 N -6.10 0.49 -1.03  C24 1.528, C29 1.543, H70 1.010, H110 1.010
11 N 0.00 -2.35 5.72  C32 1.531, C43 1.529, H124 1.010, H136 1.010
12 N -0.55 0.22 -0.06  O1 1.222, O6 1.187, O7 1.214
13 N -1.32 -3.27 -1.65  C16 1.576, C48 1.556, C49 1.501, C50 1.584
14 N 5.74 -1.43 0.32  O4 1.430, C40 1.481, C53 1.518
15 C 0.93 3.48 4.57  C27 1.567, H107 1.090, H117 1.090, H126 1.090
16 C -2.11 -2.56 -2.81  N13 1.576, C41 1.529, H101 1.090, H142 1.090
17 C 0.29 -2.55 3.23  C43 1.502, H80 1.090, H106 1.090, H129 1.090
18 C 0.75 3.93 1.99  C27 1.590, C51 1.515, H76 1.090, H119 1.090
19 C -0.82 3.53 -2.37  C46 1.545, C47 1.569, H69 1.090, H114 1.090
20 C -4.43 -1.73 -3.63  C41 1.581, H89 1.090, H103 1.090, H138 1.090
21 C -2.39 3.39 4.22  C33 1.567, H86 1.090, H112 1.090, H116 1.090
22 C 1.95 1.82 2.89  C27 1.564, H67 1.090, H79 1.090, H81 1.090
23 C 4.95 -0.33 2.47  C35 1.555, C53 1.591, H93 1.090, H140 1.090
24 C -7.22 1.23 -0.30  O2 1.251, N10 1.528, C37 1.462
25 C 0.20 0.82 -3.80  N8 1.511, H63 1.090, H77 1.090, H139 1.090
26 C 0.36 3.26 -4.49  N8 1.526, C47 1.563, H64 1.090, H88 1.090
27 C 0.78 2.83 3.15  N9 1.570, C15 1.567, C18 1.590, C22 1.564
28 C -2.45 0.63 -5.57  C42 1.531, C45 1.608, H113 1.090, H132 1.090
29 C -4.80 0.39 -0.21  N10 1.543, H56 1.090, H58 1.090, H141 1.090
30 C 4.53 -2.83 1.92  C53 1.542, H98 1.090, H102 1.090, H111 1.090
31 C -2.91 1.51 2.59  C33 1.553, H130 1.090, H133 1.090, H137 1.090
32 C 0.12 -1.26 6.79  N11 1.531, H59 1.090, H82 1.090, H105 1.090
33 C -1.88 2.61 2.97  N9 1.470, C21 1.567, C31 1.553, C54 1.561
34 C 3.26 -1.03 0.72  C53 1.543, H75 1.090, H84 1.090, H109 1.090
35 C 6.43 -0.42 2.93  C23 1.555, C44 1.492, H71 1.090, H92 1.090
36 C 1.05 -3.99 -1.78  C39 1.559, C50 1.522, H118 1.090, H121 1.090
37 C -8.44 1.46 -1.07  C24 1.462, H60 1.090, H90 1.090, H104 1.090
38 C 7.85 -0.77 -0.71  C40 1.553, H65 1.090, H123 1.090, H135 1.090
39 C 0.12 -4.83 -2.71  C36 1.559, C49 1.531, H72 1.090, H96 1.090
40 C 7.19 -1.31 0.59  N14 1.481, C38 1.553, C44 1.559, C52 1.581
41 C -3.62 -2.67 -2.65  C16 1.529, C20 1.581, H66 1.090, H127 1.090
42 C -3.21 0.41 -6.88  C28 1.531, H100 1.090, H122 1.090, H125 1.090
43 C 0.90 -2.06 4.52  O5 1.250, N11 1.529, C17 1.502
44 C 7.33 -0.27 1.75  C35 1.492, C40 1.559, H99 1.090, H131 1.090
45 C -1.22 1.66 -5.66  N8 1.558, C28 1.608, H62 1.090, H91 1.090
46 C -1.60 2.58 -3.31  N8 1.559, C19 1.545, H57 1.090, H120 1.090
47 C 0.48 3.99 -3.12  C19 1.569, C26 1.563, H73 1.090, H74 1.090
48 C -2.02 -3.25 -0.26  N13 1.556, H61 1.090, H85 1.090, H94 1.090
49 C -1.25 -4.72 -2.04  N13 1.501, C39 1.531, H115 1.090, H134 1.090
50 C 0.17 -2.77 -1.53  N13 1.584, C36 1.522, H97 1.090, H108 1.090
51 C -0.61 4.58 1.86  C18 1.515, C54 1.520, H68 1.090, H83 1.090
52 C 7.81 -2.70 1.01  C40 1.581, H78 1.090, H87 1.090, H95 1.090
53 C 4.62 -1.40 1.34  N14 1.518, C23 1.591, C30 1.542, C34 1.543
54 C -1.68 3.52 1.72  C33 1.561, C51 1.520, H55 1.090, H128 1.090
55 H -2.64 3.99 1.49  C54 1.090
56 H -4.46 1.42 -0.09  C29 1.090
57 H -2.04 1.70 -2.84  C46 1.090
58 H -5.03 -0.23 0.66  C29 1.090
59 H 1.10 -1.31 7.26  C32 1.090
60 H -9.12 2.03 -0.44  C37 1.090
61 H -2.27 -2.19 -0.30  C48 1.090
62 H -0.47 1.20 -6.31  C45 1.090
63 H 0.92 0.55 -4.57  C25 1.090
64 H -0.17 3.99 -5.10  C26 1.090
65 H 7.21 -0.09 -1.27  C38 1.090
66 H -3.97 -3.69 -2.79  C41 1.090
67 H 1.88 1.26 1.96  C22 1.090
68 H -0.83 5.28 2.67  C51 1.090
69 H -1.52 4.28 -2.01  C19 1.090
70 H -6.47 -0.44 -1.15  N10 1.010
71 H 6.56 -1.37 3.44  C35 1.090
72 H 0.53 -5.84 -2.78  C39 1.090
73 H 0.57 5.06 -3.31  C47 1.090
74 H 1.40 3.80 -2.58  C47 1.090
75 H 3.33 -0.07 0.22  C34 1.090
76 H 1.47 4.71 2.22  C18 1.090
77 H 0.77 1.04 -2.90  C25 1.090
78 H 7.62 -3.59 0.40  C52 1.090
79 H 2.90 2.35 2.83  C22 1.090
80 H -0.75 -2.25 3.10  C17 1.090
81 H 2.10 1.11 3.70  C22 1.090
82 H -0.67 -1.61 7.45  C32 1.090
83 H -0.71 5.10 0.90  C51 1.090
84 H 2.43 -0.87 1.41  C34 1.090
85 H -1.29 -3.42 0.54  C48 1.090
86 H -2.12 2.95 5.18  C21 1.090
87 H 8.90 -2.67 0.95  C52 1.090
88 H 1.26 3.00 -5.06  C26 1.090
89 H -5.49 -1.98 -3.65  C20 1.090
90 H -8.99 0.56 -1.35  C37 1.090
91 H -1.49 2.62 -6.10  C45 1.090
92 H 6.64 0.26 3.76  C35 1.090
93 H 4.87 0.70 2.10  C23 1.090
94 H -2.90 -3.90 -0.16  C48 1.090
95 H 7.49 -2.97 2.01  C52 1.090
96 H 0.04 -4.59 -3.77  C39 1.090
97 H 0.39 -2.10 -2.37  C50 1.090
98 H 5.24 -3.20 2.65  C30 1.090
99 H 8.34 -0.36 2.13  C44 1.090
100 H -4.04 -0.29 -6.78  C42 1.090
101 H -1.66 -2.98 -3.72  C16 1.090
102 H 4.51 -3.42 1.00  C30 1.090
103 H -4.05 -1.74 -4.65  C20 1.090
104 H -8.15 2.14 -1.87  C37 1.090
105 H -0.03 -0.25 6.40  C32 1.090
106 H 0.81 -2.22 2.33  C17 1.090
107 H 1.90 3.97 4.61  C15 1.090
108 H 0.23 -2.20 -0.60  C50 1.090
109 H 3.02 -1.62 -0.16  C34 1.090
110 H -5.92 0.87 -1.95  N10 1.010
111 H 3.56 -2.99 2.40  C30 1.090
112 H -3.47 3.54 4.18  C21 1.090
113 H -3.21 0.96 -4.86  C28 1.090
114 H -0.48 2.89 -1.56  C19 1.090
115 H -1.06 -5.33 -1.16  C49 1.090
116 H -2.10 4.43 4.08  C21 1.090
117 H 0.17 4.21 4.86  C15 1.090
118 H 1.41 -4.44 -0.86  C36 1.090
119 H 0.97 3.42 1.05  C18 1.090
120 H -2.29 3.15 -3.94  C46 1.090
121 H 1.98 -3.74 -2.28  C36 1.090
122 H -2.47 0.06 -7.59  C42 1.090
123 H 8.73 -0.20 -0.42  C38 1.090
124 H -0.93 -2.57 5.40  N11 1.010
125 H -3.62 1.38 -7.17  C42 1.090
126 H 0.85 2.72 5.35  C15 1.090
127 H -3.88 -2.37 -1.63  C41 1.090
128 H -1.55 3.01 0.76  C54 1.090
129 H 0.39 -3.62 3.42  C17 1.090
130 H -3.06 0.64 3.23  C31 1.090
131 H 7.27 0.80 1.54  C44 1.090
132 H -2.09 -0.34 -5.24  C28 1.090
133 H -3.87 1.96 2.36  C31 1.090
134 H -2.08 -4.99 -2.67  C49 1.090
135 H 8.23 -1.61 -1.29  C38 1.090
136 H 0.32 -3.25 6.05  N11 1.010
137 H -2.60 1.06 1.64  C31 1.090
138 H -4.25 -0.69 -3.39  C20 1.090
139 H -0.56 0.04 -3.75  C25 1.090
140 H 4.27 -0.33 3.33  C23 1.090
141 H -4.13 -0.21 -0.82  C29 1.090
142 H -1.78 -1.52 -2.74  C16 1.090

***

(2)
This record from the OMol25 dataset describes a 9-piece molecular cluster, C40H89F3N4O6 overall. The level of theory is wB97M-V/def2-TZVPD.

net charge: 0
calculated total energy: -69318.522 eV
HOMO energy: -7.987 eV

Each atom is followed by the atoms it is bonded to, with distances in Å.
Element x y z (Å)
1 F 1.15 0.05 -2.80  C29 1.345
2 F 2.40 -0.12 -0.97  C29 1.336
3 F 1.03 -1.73 -1.55  C29 1.355
4 O -2.24 4.48 -3.29  C16 1.208
5 O 4.06 2.18 -6.38  C50 1.214
6 O -7.10 -1.50 -1.30  C34 1.213
7 O 0.44 0.52 0.51  C27 1.323, C51 1.410
8 O 1.22 2.87 3.75  C47 1.198
9 O -1.05 0.34 -1.15  C27 1.189
10 N -0.53 -5.83 2.31  C19 1.469, C28 1.449, C37 1.476
11 N 3.84 3.98 -1.05  C20 1.469, C26 1.468, C53 1.483
12 N 2.76 -3.28 -3.87  C18 1.471, C31 1.453, C49 1.451
13 N -4.32 0.54 4.34  C14 1.469, C46 1.461, C48 1.466
14 C -4.83 -0.82 4.52  N13 1.469, C35 1.508, H94 1.092, H101 1.096
15 C -3.19 2.60 -2.26  C16 1.499, H77 1.086, H116 1.090, H124 1.092
16 C -2.19 3.28 -3.13  O4 1.208, C15 1.499, C45 1.510
17 C 0.22 5.00 3.41  C47 1.538, H86 1.084, H110 1.097, H122 1.092
18 C 1.35 -3.72 -3.88  N12 1.471, C36 1.515, H84 1.088, H87 1.096
19 C 0.50 -4.90 2.81  N10 1.469, C40 1.533, H65 1.086, H68 1.098
20 C 3.07 5.18 -0.70  N11 1.469, C38 1.517, H126 1.100, H141 1.089
21 C 3.38 -4.64 -1.92  C31 1.540, H55 1.090, H132 1.090, H134 1.093
22 C 4.22 -1.53 -4.90  C49 1.522, H56 1.092, H98 1.091, H131 1.096
23 C 5.66 3.08 -2.48  C53 1.539, H62 1.092, H95 1.088, H135 1.091
24 C -5.04 -1.23 -0.18  C34 1.529, H54 1.084, H63 1.093, H114 1.097
25 C 2.62 2.45 -4.56  C50 1.499, H74 1.092, H82 1.092, H127 1.092
26 C 4.42 3.33 0.14  N11 1.468, C43 1.536, H102 1.087, H142 1.099
27 C 0.05 0.23 -0.72  O7 1.323, O9 1.189, C29 1.547
28 C -1.91 -5.56 2.65  N10 1.449, C41 1.544, H78 1.094, H93 1.090
29 C 1.21 -0.39 -1.53  F1 1.345, F2 1.336, F3 1.355, C27 1.547
30 C -5.88 0.43 -1.97  C34 1.495, H81 1.087, H83 1.091, H108 1.089
31 C 3.71 -4.26 -3.37  N12 1.453, C21 1.540, H111 1.095, H123 1.096
32 C -1.50 -0.16 1.90  C51 1.536, H85 1.089, H97 1.089, H138 1.094
33 C -3.28 2.33 5.69  C46 1.532, H80 1.088, H128 1.095, H139 1.091
34 C -6.15 -0.77 -1.12  O6 1.213, C24 1.529, C30 1.495
35 C -4.08 -1.83 3.68  C14 1.508, H61 1.100, H69 1.093, H106 1.088
36 C 1.08 -4.87 -4.82  C18 1.515, H76 1.095, H90 1.096, H99 1.092
37 C -0.11 -7.23 2.54  N10 1.476, C42 1.506, H96 1.096, H130 1.102
38 C 2.42 5.81 -1.92  C20 1.517, H72 1.090, H109 1.096, H112 1.094
39 C 3.91 4.42 -5.74  C50 1.507, H105 1.091, H133 1.092, H137 1.087
40 C 0.17 -3.49 2.31  C19 1.533, H58 1.093, H66 1.092, H119 1.091
41 C -2.22 -5.79 4.15  C28 1.544, H88 1.092, H103 1.093, H120 1.087
42 C 1.26 -7.61 2.05  C37 1.506, H115 1.095, H121 1.088, H125 1.092
43 C 3.29 2.95 1.11  C26 1.536, H64 1.096, H89 1.090, H107 1.092
44 C 1.37 4.41 5.61  C47 1.521, H73 1.088, H79 1.084, H117 1.094
45 C -1.11 2.44 -3.77  C16 1.510, H59 1.089, H100 1.093, H104 1.089
46 C -4.50 1.42 5.49  N13 1.461, C33 1.532, H75 1.095, H91 1.092
47 C 0.91 3.91 4.25  O8 1.198, C17 1.538, C44 1.521
48 C -4.74 1.19 3.09  N13 1.466, C52 1.517, H113 1.095, H140 1.092
49 C 3.14 -2.59 -5.09  N12 1.451, C22 1.522, H92 1.090, H136 1.101
50 C 3.58 2.96 -5.59  O5 1.214, C25 1.499, C39 1.507
51 C -0.51 0.93 1.47  O7 1.410, C32 1.536, H67 1.093, H71 1.087
52 C -6.24 1.31 2.86  C48 1.517, H57 1.089, H70 1.091, H118 1.095
53 C 4.96 4.34 -1.96  N11 1.483, C23 1.539, H60 1.091, H129 1.096
54 H -5.26 -2.08 0.45  C24 1.084
55 H 4.23 -5.09 -1.40  C21 1.090
56 H 4.05 -0.63 -5.49  C22 1.092
57 H -6.54 1.88 1.98  C52 1.089
58 H 1.12 -2.97 2.13  C40 1.093
59 H -1.38 1.38 -3.83  C45 1.089
60 H 4.46 4.82 -2.80  C53 1.091
61 H -4.22 -1.70 2.59  C35 1.100
62 H 4.96 2.24 -2.48  C23 1.092
63 H -4.15 -1.45 -0.78  C24 1.093
64 H 3.67 2.19 1.80  C43 1.096
65 H 1.46 -5.17 2.40  C19 1.086
66 H -0.44 -2.95 3.04  C40 1.092
67 H -1.11 1.74 1.04  C51 1.093
68 H 0.56 -4.90 3.90  C19 1.098
69 H -3.01 -1.63 3.70  C35 1.093
70 H -6.71 1.68 3.78  C52 1.091
71 H -0.09 1.23 2.42  C51 1.087
72 H 1.73 5.16 -2.45  C38 1.090
73 H 2.43 4.64 5.54  C44 1.088
74 H 1.61 2.86 -4.63  C25 1.092
75 H -5.43 2.00 5.47  C46 1.095
76 H 0.02 -5.08 -4.98  C36 1.095
77 H -4.20 2.56 -2.65  C15 1.086
78 H -2.17 -4.51 2.50  C28 1.094
79 H 0.72 5.21 5.97  C44 1.084
80 H -2.39 1.72 5.77  C33 1.088
81 H -6.81 0.89 -2.29  C30 1.087
82 H 2.40 1.39 -4.71  C25 1.092
83 H -5.31 0.10 -2.84  C30 1.091
84 H 0.90 -3.73 -2.89  C18 1.088
85 H -1.04 -0.93 2.52  C32 1.089
86 H 0.41 5.97 3.86  C17 1.084
87 H 0.83 -2.86 -4.32  C18 1.096
88 H -1.58 -5.12 4.72  C41 1.092
89 H 2.89 3.75 1.73  C43 1.090
90 H 1.35 -4.69 -5.86  C36 1.096
91 H -4.50 0.82 6.40  C46 1.092
92 H 2.28 -2.07 -5.50  C49 1.090
93 H -2.57 -6.09 1.97  C28 1.090
94 H -4.63 -1.04 5.57  C14 1.092
95 H 6.06 3.12 -3.49  C23 1.088
96 H -0.90 -7.88 2.17  C37 1.096
97 H -2.04 -0.57 1.05  C32 1.089
98 H 5.24 -1.85 -5.11  C22 1.091
99 H 1.61 -5.78 -4.54  C36 1.092
100 H -0.24 2.58 -3.13  C45 1.093
101 H -5.91 -0.88 4.38  C14 1.096
102 H 4.87 2.37 -0.09  C26 1.087
103 H -3.23 -5.45 4.39  C41 1.093
104 H -0.82 2.69 -4.80  C45 1.089
105 H 3.78 5.03 -4.85  C39 1.091
106 H -4.35 -2.87 3.83  C35 1.088
107 H 2.41 2.45 0.68  C43 1.092
108 H -5.26 1.11 -1.39  C30 1.089
109 H 1.85 6.70 -1.63  C38 1.096
110 H -0.85 4.79 3.35  C17 1.097
111 H 3.92 -5.06 -4.08  C31 1.095
112 H 3.08 6.26 -2.66  C38 1.094
113 H -4.36 0.58 2.26  C48 1.095
114 H -4.80 -0.36 0.45  C24 1.097
115 H 1.30 -8.70 2.06  C42 1.095
116 H -3.15 3.05 -1.26  C15 1.090
117 H 1.26 3.56 6.29  C44 1.094
118 H -6.64 0.32 2.64  C52 1.095
119 H -0.38 -3.40 1.37  C40 1.091
120 H -2.09 -6.82 4.45  C41 1.087
121 H 1.54 -7.27 1.05  C42 1.088
122 H 0.46 4.96 2.35  C17 1.092
123 H 4.66 -3.71 -3.23  C31 1.096
124 H -2.86 1.57 -2.15  C15 1.092
125 H 2.03 -7.36 2.78  C42 1.092
126 H 3.74 5.86 -0.15  C20 1.100
127 H 3.06 2.55 -3.56  C25 1.092
128 H -3.13 3.02 4.85  C33 1.095
129 H 5.65 5.08 -1.54  C53 1.096
130 H -0.20 -7.44 3.62  C37 1.102
131 H 4.20 -1.16 -3.87  C22 1.096
132 H 3.11 -3.77 -1.32  C21 1.090
133 H 3.20 4.75 -6.51  C39 1.092
134 H 2.53 -5.33 -1.91  C21 1.093
135 H 6.45 2.83 -1.77  C23 1.091
136 H 3.50 -3.29 -5.86  C49 1.101
137 H 4.93 4.59 -6.07  C39 1.087
138 H -2.17 0.33 2.61  C32 1.094
139 H -3.45 2.99 6.54  C33 1.091
140 H -4.24 2.15 3.11  C48 1.092
141 H 2.23 4.98 -0.05  C20 1.089
142 H 5.09 4.00 0.69  C26 1.099